The following is a DFT calculation (wB97M-V/def2-TZVPD) of 15 unconnected molecules or ions with the total composition C69H174N12O15.

Calculated values
HOMO energy = -8.0 eV
calculated total energy = -4518.3688 Eh

Bonds (Å) are listed after each position.
CARTESIAN COORDINATES (ANGSTROEM)
1 C -0.7856 3.9568 -0.9340  C2 1.536, H7 1.090, H8 1.090, H9 1.090
2 C -0.3874 4.5060 0.4443  C1 1.536, C3 1.599, N6 1.477, H10 1.090
3 C 0.7005 5.6670 0.2874  C2 1.599, O4 1.364, H11 1.090, H12 1.090
4 O 0.3353 6.5130 -0.7183  C3 1.364, C5 1.477
5 C -0.5217 7.6249 -0.2595  O4 1.477, H13 1.090, H14 1.090, H15 1.090
6 N -1.5564 4.9020 1.2562  C2 1.477, H16 1.010, H17 1.010
7 H -1.5816 3.2198 -0.8280  C1 1.090
8 H 0.0476 3.4746 -1.4453  C1 1.090
9 H -1.1990 4.7267 -1.5855  C1 1.090
10 H 0.1615 3.6754 0.8879  C2 1.090
11 H 1.6294 5.1992 -0.0389  C3 1.090
12 H 1.0698 6.1521 1.1910  C3 1.090
13 H -1.5098 7.2435 -0.0020  C5 1.090
14 H -0.7489 8.2811 -1.0997  C5 1.090
15 H -0.0443 8.1716 0.5537  C5 1.090
16 H -1.3757 5.8106 1.6584  N6 1.010
17 H -2.4189 4.9584 0.7336  N6 1.010
18 C 6.1123 4.9932 3.5813  C19 1.541, H24 1.090, H25 1.090, H26 1.090
19 C 4.6583 4.8270 3.0994  C18 1.541, C20 1.466, N23 1.495, H27 1.090
20 C 3.6434 4.0089 3.7693  C19 1.466, O21 1.431, H28 1.090, H29 1.090
21 O 2.4782 3.9079 2.9451  C20 1.431, C22 1.464
22 C 1.3107 4.1933 3.7805  O21 1.464, H30 1.090, H31 1.090, H32 1.090
23 N 4.0876 6.1956 2.9073  C19 1.495, H33 1.010, H34 1.010
24 H 6.3246 4.0951 4.1614  C18 1.090
25 H 6.3491 5.9401 4.0664  C18 1.090
26 H 6.7431 4.8099 2.7115  C18 1.090
27 H 4.5907 4.4982 2.0623  C19 1.090
28 H 3.4138 4.4461 4.7410  C20 1.090
29 H 4.0195 3.0226 4.0411  C20 1.090
30 H 0.5636 4.4004 3.0143  C22 1.090
31 H 1.3646 5.1898 4.2190  C22 1.090
32 H 0.9713 3.4766 4.5284  C22 1.090
33 H 3.2795 6.1616 2.3024  N23 1.010
34 H 4.7699 6.7748 2.4393  N23 1.010
35 C -4.6603 4.5990 4.2238  C36 1.534, H41 1.090, H42 1.090, H43 1.090
36 C -3.7237 3.4001 4.4192  C35 1.534, C37 1.476, N40 1.419, H44 1.090
37 C -3.9706 2.2063 3.5861  C36 1.476, O38 1.433, H45 1.090, H46 1.090
38 O -2.9025 1.2782 3.3581  C37 1.433, C39 1.420
39 C -2.8254 0.4952 4.5402  O38 1.420, H47 1.090, H48 1.090, H49 1.090
40 N -2.3439 3.6688 4.2264  C36 1.419, H50 1.010, H51 1.010
41 H -5.6987 4.3369 4.4265  C35 1.090
42 H -4.5508 4.7706 3.1530  C35 1.090
43 H -4.2860 5.5094 4.6919  C35 1.090
44 H -3.7864 3.1713 5.4830  C36 1.090
45 H -4.3903 2.5303 2.6338  C37 1.090
46 H -4.8361 1.6154 3.8858  C37 1.090
47 H -2.3461 1.1803 5.2394  C39 1.090
48 H -2.1182 -0.3255 4.4204  C39 1.090
49 H -3.7869 0.1037 4.8722  C39 1.090
50 H -2.2461 4.0217 3.2851  N40 1.010
51 H -1.8471 2.7895 4.2305  N40 1.010
52 C 5.0320 -2.8112 -3.4796  C53 1.581, H58 1.090, H59 1.090, H60 1.090
53 C 5.1303 -1.5854 -4.4728  C52 1.581, C54 1.552, N57 1.437, H61 1.090
54 C 6.5032 -1.1410 -5.0437  C53 1.552, O55 1.418, H62 1.090, H63 1.090
55 O 7.2956 -0.8869 -3.8958  C54 1.418, C56 1.371
56 C 8.1100 0.2151 -3.9281  O55 1.371, H64 1.090, H65 1.090, H66 1.090
57 N 4.2075 -2.0115 -5.4883  C53 1.437, H67 1.010, H68 1.010
58 H 4.2073 -2.8439 -2.7676  C52 1.090
59 H 5.9864 -2.7825 -2.9540  C52 1.090
60 H 5.1875 -3.7179 -4.0643  C52 1.090
61 H 4.7454 -0.6842 -3.9955  C53 1.090
62 H 6.3724 -0.2597 -5.6716  C54 1.090
63 H 6.8818 -2.0488 -5.5135  C54 1.090
64 H 8.9802 0.0733 -3.2872  C56 1.090
65 H 7.5376 1.1164 -3.7089  C56 1.090
66 H 8.6143 0.3054 -4.8902  C56 1.090
67 H 4.6716 -2.6245 -6.1433  N57 1.010
68 H 4.2169 -1.1669 -6.0421  N57 1.010
69 C -5.3919 5.5637 -0.4196  C70 1.637, H75 1.090, H76 1.090, H77 1.090
70 C -6.7719 4.9444 0.2067  C69 1.637, C71 1.495, N74 1.424, H78 1.090
71 C -6.7823 3.4511 0.1454  C70 1.495, O72 1.407, H79 1.090, H80 1.090
72 O -8.0222 2.9560 0.5908  C71 1.407, C73 1.407
73 C -8.0733 2.4169 1.8892  O72 1.407, H81 1.090, H82 1.090, H83 1.090
74 N -7.1247 5.5377 1.4528  C70 1.424, H84 1.010, H85 1.010
75 H -4.5832 5.4502 0.3024  C69 1.090
76 H -5.5237 6.5731 -0.8092  C69 1.090
77 H -5.1487 4.9485 -1.2859  C69 1.090
78 H -7.5894 5.2598 -0.4416  C70 1.090
79 H -5.9265 2.8988 0.5335  C71 1.090
80 H -6.7088 3.1944 -0.9114  C71 1.090
81 H -7.5519 3.1250 2.5333  C73 1.090
82 H -7.5363 1.4733 1.9863  C73 1.090
83 H -9.0561 2.0757 2.2144  C73 1.090
84 H -8.1124 5.3282 1.4286  N74 1.010
85 H -7.1186 6.5252 1.2409  N74 1.010
86 C -0.2818 -4.6182 -2.6974  C87 1.522, H92 1.090, H93 1.090, H94 1.090
87 C 0.9805 -5.4460 -2.5065  C86 1.522, C88 1.542, N91 1.449, H95 1.090
88 C 1.4366 -6.4743 -3.5610  C87 1.542, O89 1.464, H96 1.090, H97 1.090
89 O 2.6533 -7.1529 -3.1106  C88 1.464, C90 1.471
90 C 2.4210 -8.0447 -1.9635  O89 1.471, H98 1.090, H99 1.090, H100 1.090
91 N 2.0867 -4.5110 -2.5554  C87 1.449, H101 1.010, H102 1.010
92 H -0.5439 -4.1204 -1.7638  C86 1.090
93 H -1.0482 -5.3652 -2.9038  C86 1.090
94 H -0.1828 -3.8781 -3.4914  C86 1.090
95 H 0.9392 -5.9289 -1.5302  C87 1.090
96 H 1.6085 -6.0402 -4.5460  C88 1.090
97 H 0.4618 -6.9273 -3.7417  C88 1.090
98 H 1.5063 -8.6330 -2.0358  C90 1.090
99 H 2.5218 -7.3736 -1.1106  C90 1.090
100 H 3.2977 -8.6897 -1.9048  C90 1.090
101 H 2.7739 -5.2325 -2.7203  N91 1.010
102 H 2.0601 -3.9571 -3.3996  N91 1.010
103 C 4.5079 2.5813 -1.4180  C104 1.590, H109 1.090, H110 1.090, H111 1.090
104 C 5.9574 3.1274 -1.7787  C103 1.590, C105 1.568, N108 1.501, H112 1.090
105 C 5.9691 3.8022 -3.1938  C104 1.568, O106 1.408, H113 1.090, H114 1.090
106 O 5.8160 2.7239 -4.0853  C105 1.408, C107 1.406
107 C 4.7210 2.8846 -4.9533  O106 1.406, H115 1.090, H116 1.090, H117 1.090
108 N 6.4134 4.1677 -0.7972  C104 1.501, H118 1.010, H119 1.010
109 H 3.7799 3.3923 -1.4381  C103 1.090
110 H 4.3767 2.2536 -0.3868  C103 1.090
111 H 4.1767 1.7408 -2.0278  C103 1.090
112 H 6.6639 2.3136 -1.9422  C104 1.090
113 H 6.9345 4.2616 -3.4063  C105 1.090
114 H 5.2576 4.6280 -3.1945  C105 1.090
115 H 4.7354 3.8215 -5.5101  C107 1.090
116 H 3.8042 3.0636 -4.3915  C107 1.090
117 H 4.6869 2.0163 -5.6113  C107 1.090
118 H 7.0768 3.7361 -0.1697  N108 1.010
119 H 6.8814 4.9775 -1.1783  N108 1.010
120 C 4.8124 -1.2319 4.7764  C121 1.519, H126 1.090, H127 1.090, H128 1.090
121 C 4.2426 0.1040 4.3309  C120 1.519, C122 1.596, N125 1.463, H129 1.090
122 C 2.7248 0.0583 3.8396  C121 1.596, O123 1.429, H130 1.090, H131 1.090
123 O 1.8808 -0.6157 4.7752  C122 1.429, C124 1.435
124 C 0.4936 -0.5325 4.4159  O123 1.435, H132 1.090, H133 1.090, H134 1.090
125 N 4.2265 0.9214 5.5445  C121 1.463, H135 1.010, H136 1.010
126 H 4.1380 -1.6841 5.5037  C120 1.090
127 H 5.8119 -1.2244 5.2112  C120 1.090
128 H 4.7123 -1.9816 3.9916  C120 1.090
129 H 4.9469 0.4730 3.5853  C121 1.090
130 H 2.6525 -0.2719 2.8034  C122 1.090
131 H 2.4023 1.0967 3.9168  C122 1.090
132 H 0.3182 -1.0436 3.4692  C124 1.090
133 H 0.0801 0.4745 4.3614  C124 1.090
134 H -0.0872 -0.9729 5.2263  C124 1.090
135 H 3.6622 1.6886 5.2082  N125 1.010
136 H 3.6988 0.4553 6.2687  N125 1.010
137 C -5.5872 5.9006 -6.3048  C138 1.532, H143 1.090, H144 1.090, H145 1.090
138 C -5.2709 5.4463 -4.8765  C137 1.532, C139 1.519, N142 1.486, H146 1.090
139 C -4.7448 4.0371 -4.6677  C138 1.519, O140 1.465, H147 1.090, H148 1.090
140 O -4.2914 3.9456 -3.2772  C139 1.465, C141 1.379
141 C -3.8421 2.7071 -2.8698  O140 1.379, H149 1.090, H150 1.090, H151 1.090
142 N -4.3645 6.4909 -4.3328  C138 1.486, H152 1.010, H153 1.010
143 H -5.9249 6.9359 -6.3510  C137 1.090
144 H -6.4695 5.3475 -6.6269  C137 1.090
145 H -4.7314 5.8214 -6.9753  C137 1.090
146 H -6.1137 5.5267 -4.1901  C138 1.090
147 H -4.0079 3.7138 -5.4029  C139 1.090
148 H -5.5792 3.3748 -4.8987  C139 1.090
149 H -2.8301 2.4898 -3.2115  C141 1.090
150 H -4.5151 1.8632 -3.0208  C141 1.090
151 H -3.8189 2.7982 -1.7839  C141 1.090
152 H -3.5551 6.6633 -4.9118  N142 1.010
153 H -3.9428 6.1041 -3.5006  N142 1.010
154 C -0.1814 1.3335 -7.2831  C155 1.592, H165 1.090, H166 1.090, H167 1.090
155 C 0.1437 0.0413 -6.4115  C154 1.592, C156 1.528, N160 1.449, C164 1.550
156 C 0.2385 0.3700 -4.9226  C155 1.528, C157 1.499, H168 1.090, H169 1.090
157 C -1.0842 0.6300 -4.2663  C156 1.499, C158 1.573, H170 1.090, H171 1.090
158 C -1.8041 -0.7672 -4.3326  C157 1.573, C159 1.598, H172 1.090, H173 1.090
159 C -2.0363 -1.2157 -5.8483  C158 1.598, N160 1.486, C162 1.544, C163 1.530
160 N -0.7509 -1.0854 -6.5826  C155 1.449, C159 1.486, O161 1.439
161 O -0.8677 -1.4918 -7.9579  N160 1.439, H183 0.960
162 C -2.3079 -2.7323 -5.7452  C159 1.544, H174 1.090, H175 1.090, H176 1.090
163 C -3.2068 -0.4025 -6.4056  C159 1.530, H177 1.090, H178 1.090, H179 1.090
164 C 1.5712 -0.5226 -6.6291  C155 1.550, H180 1.090, H181 1.090, H182 1.090
165 H 0.6057 2.0736 -7.1386  C154 1.090
166 H -1.2268 1.6064 -7.1385  C154 1.090
167 H -0.1809 1.0175 -8.3263  C154 1.090
168 H 0.7044 -0.3938 -4.3000  C156 1.090
169 H 0.7341 1.3049 -4.6608  C156 1.090
170 H -1.7057 1.3871 -4.7445  C157 1.090
171 H -0.8001 1.0353 -3.2952  C157 1.090
172 H -2.7867 -0.5352 -3.9219  C158 1.090
173 H -1.2374 -1.4279 -3.6766  C158 1.090
174 H -2.5685 -3.1237 -6.7286  C162 1.090
175 H -1.4053 -3.2797 -5.4737  C162 1.090
176 H -3.0992 -2.9975 -5.0440  C162 1.090
177 H -3.1740 0.6825 -6.3064  C163 1.090
178 H -3.3228 -0.7114 -7.4445  C163 1.090
179 H -4.2000 -0.5792 -5.9929  C163 1.090
180 H 1.6693 -0.6640 -7.7054  C164 1.090
181 H 1.6741 -1.4957 -6.1489  C164 1.090
182 H 2.4353 0.0974 -6.3905  C164 1.090
183 H -0.3959 -2.3123 -7.7973  O161 0.960
184 C 3.4008 -3.2073 8.3480  C185 1.562, H195 1.090, H196 1.090, H197 1.090
185 C 2.6098 -4.4747 7.8911  C184 1.562, C186 1.574, N190 1.515, C194 1.566
186 C 1.6931 -4.9483 9.0803  C185 1.574, C187 1.540, H198 1.090, H199 1.090
187 C 0.7563 -6.1411 8.8134  C186 1.540, C188 1.520, H200 1.090, H201 1.090
188 C -0.1215 -5.8097 7.6177  C187 1.520, C189 1.598, H202 1.090, H203 1.090
189 C 0.6224 -5.2343 6.3254  C188 1.598, N190 1.484, C192 1.512, C193 1.564
190 N 1.5598 -4.2030 6.8339  C185 1.515, C189 1.484, O191 1.399
191 O 2.1178 -3.5698 5.7181  N190 1.399, H213 0.960
192 C 1.2336 -6.3072 5.4532  C189 1.512, H204 1.090, H205 1.090, H206 1.090
193 C -0.4545 -4.5218 5.4437  C189 1.564, H207 1.090, H208 1.090, H209 1.090
194 C 3.6500 -5.5922 7.5432  C185 1.566, H210 1.090, H211 1.090, H212 1.090
195 H 3.8590 -3.1899 9.3368  C184 1.090
196 H 2.6476 -2.4544 8.5802  C184 1.090
197 H 4.1084 -2.8157 7.6172  C184 1.090
198 H 2.3767 -5.3642 9.8204  C186 1.090
199 H 1.1143 -4.0852 9.4090  C186 1.090
200 H 0.3215 -6.2626 9.8055  C187 1.090
201 H 1.3161 -7.0727 8.7302  C187 1.090
202 H -0.8991 -5.1623 8.0231  C188 1.090
203 H -0.6152 -6.6277 7.0930  C188 1.090
204 H 1.6329 -5.9777 4.4939  C192 1.090
205 H 2.0838 -6.7375 5.9824  C192 1.090
206 H 0.7020 -7.2460 5.2979  C192 1.090
207 H -1.4307 -4.9903 5.3182  C193 1.090
208 H -0.5930 -3.4414 5.4835  C193 1.090
209 H -0.0868 -4.5068 4.4177  C193 1.090
210 H 4.5856 -5.5748 8.1021  C194 1.090
211 H 3.9121 -5.3962 6.5035  C194 1.090
212 H 3.2835 -6.6167 7.6079  C194 1.090
213 H 2.0118 -2.7133 6.1385  O191 0.960
214 C -5.8711 -1.6338 -2.8536  C215 1.541, H225 1.090, H226 1.090, H227 1.090
215 C -5.7352 -1.5247 -1.3226  C214 1.541, C216 1.557, N220 1.462, C224 1.533
216 C -6.9632 -2.2005 -0.6437  C215 1.557, C217 1.558, H228 1.090, H229 1.090
217 C -6.8563 -3.7546 -0.6068  C216 1.558, C218 1.508, H230 1.090, H231 1.090
218 C -5.6329 -4.1852 0.1633  C217 1.508, C219 1.582, H232 1.090, H233 1.090
219 C -4.3577 -3.5246 -0.5000  C218 1.582, N220 1.482, C222 1.571, C223 1.602
220 N -4.4794 -2.0837 -0.8253  C215 1.462, C219 1.482, O221 1.408
221 O -3.4224 -1.6229 -1.6336  N220 1.408, H243 0.960
222 C -3.1131 -3.5225 0.4592  C219 1.571, H234 1.090, H235 1.090, H236 1.090
223 C -3.9300 -4.5017 -1.6951  C219 1.602, H237 1.090, H238 1.090, H239 1.090
224 C -5.6871 -0.0480 -0.9136  C215 1.533, H240 1.090, H241 1.090, H242 1.090
225 H -4.9772 -1.2894 -3.3736  C214 1.090
226 H -6.6725 -1.0140 -3.2558  C214 1.090
227 H -5.9073 -2.6313 -3.2916  C214 1.090
228 H -7.1091 -1.9077 0.3961  C216 1.090
229 H -7.7437 -1.9926 -1.3756  C216 1.090
230 H -6.9425 -4.1292 -1.6268  C217 1.090
231 H -7.6161 -4.1370 0.0747  C217 1.090
232 H -5.4775 -5.2640 0.1734  C218 1.090
233 H -5.6861 -3.8952 1.2127  C218 1.090
234 H -2.1322 -3.5011 -0.0156  C222 1.090
235 H -3.1925 -2.8406 1.3059  C222 1.090
236 H -3.1156 -4.4617 1.0124  C222 1.090
237 H -4.7195 -4.7419 -2.4073  C223 1.090
238 H -3.2043 -4.1052 -2.4052  C223 1.090
239 H -3.6441 -5.4547 -1.2500  C223 1.090
240 H -4.8778 0.5181 -1.3748  C224 1.090
241 H -5.6659 0.1221 0.1628  C224 1.090
242 H -6.6536 0.3880 -1.1664  C224 1.090
243 H -2.9264 -1.1601 -0.9544  O221 0.960
244 C -0.1069 -1.2616 -0.6165  C245 1.553, H247 1.090, H248 1.090, H249 1.090
245 C -0.6546 -0.2589 0.4357  C244 1.553, O246 1.461, H250 1.090, H251 1.090
246 O -1.9400 0.2431 -0.0446  C245 1.461, H252 0.960
247 H 0.1181 -0.8382 -1.5954  C244 1.090
248 H -0.7122 -2.1292 -0.8793  C244 1.090
249 H 0.8102 -1.7617 -0.3051  C244 1.090
250 H -0.0871 0.6512 0.6299  C245 1.090
251 H -0.8379 -0.7172 1.4075  C245 1.090
252 H -2.2907 0.9660 0.4807  O246 0.960
253 C 6.2443 -1.0301 1.0459  C254 1.538, H256 1.090, H257 1.090, H258 1.090
254 C 5.0995 -0.7875 0.0476  C253 1.538, O255 1.402, H259 1.090, H260 1.090
255 O 3.8611 -1.0425 0.6528  C254 1.402, H261 0.960
256 H 6.0642 -0.3769 1.8997  C253 1.090
257 H 7.2068 -0.9616 0.5389  C253 1.090
258 H 6.1309 -1.9443 1.6286  C253 1.090
259 H 5.1077 -1.4948 -0.7817  C254 1.090
260 H 5.0825 0.2527 -0.2775  C254 1.090
261 H 3.5547 -1.9299 0.4521  O255 0.960
262 C 2.9044 -4.0835 2.3821  C263 1.541, H265 1.090, H266 1.090, H267 1.090
263 C 2.4136 -4.5426 0.9954  C262 1.541, O264 1.474, H268 1.090, H269 1.090
264 O 3.1230 -3.6580 0.0538  C263 1.474, H270 0.960
265 H 3.9524 -4.3677 2.4776  C262 1.090
266 H 2.2983 -4.7339 3.0127  C262 1.090
267 H 2.7672 -3.0083 2.4969  C262 1.090
268 H 1.3415 -4.4640 0.8154  C263 1.090
269 H 2.6421 -5.5872 0.7842  C263 1.090
270 H 2.9775 -3.8529 -0.8749  O264 0.960